308
Properties=species:S:1:pos:R:3:forces:R:3 method="wB97M-V/def2-TZVPD" e_homo_ev=-7.6850 de_lowest_ev=8.452 gap_ev=8.09 largest_force_ev_per_a=2.99
C 2.38089 0.29542 -6.77477 -0.07 0.44 0.89
C 2.38285 1.36013 -5.62939 0.47 -1.10 -0.87
N 3.56280 2.26602 -5.61975 -0.48 -1.02 -0.84
C 3.40786 3.20130 -4.53703 -1.77 -0.19 0.80
C 2.34611 4.30981 -4.81551 0.50 0.75 0.32
C 3.87127 2.85014 -6.91518 0.56 1.21 0.07
C 5.17930 3.68295 -6.85588 -0.33 -1.05 -0.33
H 2.22187 0.75378 -7.75085 0.85 0.04 -0.12
H 1.53012 -0.38577 -6.75868 -0.20 0.07 0.76
H 3.26062 -0.32854 -6.61716 0.26 0.11 -0.81
H 1.40021 1.82563 -5.70578 -0.01 0.68 0.31
H 2.47191 0.84044 -4.67541 -0.41 -0.12 0.03
H 3.00628 2.62504 -3.70351 -0.25 -0.33 0.03
H 4.34481 3.48816 -4.05960 0.18 0.82 -0.75
H 2.80082 5.14705 -5.34500 -0.06 0.17 0.02
H 1.44073 4.06304 -5.37004 0.39 -0.83 -0.47
H 1.86464 4.69698 -3.91753 0.59 0.16 0.45
H 3.10301 3.52539 -7.29188 -0.65 0.03 0.02
H 4.00066 2.07557 -7.67108 -0.05 -0.07 0.21
H 5.26525 4.28475 -5.95114 0.09 -0.20 -0.02
H 5.28792 4.34650 -7.71379 -0.17 -0.05 -0.06
H 5.94692 2.91335 -6.93702 0.56 0.45 0.42
C -3.99180 -3.41309 -3.56643 -0.32 0.51 -0.49
C -3.69360 -2.33431 -4.63311 0.84 0.61 0.74
N -2.26180 -1.91975 -4.62335 -0.59 -0.48 -0.91
C -1.71352 -1.64314 -3.29861 -0.16 1.23 -0.34
C -2.53722 -0.66611 -2.43799 -0.48 0.43 0.60
C -1.45953 -2.81550 -5.53695 -0.30 -0.66 2.07
C -1.10633 -2.13807 -6.81326 -0.65 0.01 -0.26
H -3.13771 -4.07689 -3.43223 -0.24 -0.42 -0.39
H -4.92463 -3.90952 -3.83377 0.20 -0.47 0.11
H -4.14578 -2.98229 -2.57708 -0.04 0.26 -0.11
H -3.97602 -2.56568 -5.66015 0.27 -0.72 0.02
H -4.32596 -1.45998 -4.47893 0.06 0.21 0.51
H -1.46538 -2.53695 -2.72623 0.13 -0.21 0.16
H -0.82022 -1.04769 -3.48718 0.53 -0.47 0.01
H -2.99870 0.16224 -2.97555 0.04 -0.20 -0.60
H -3.32664 -1.06385 -1.80024 -0.19 -0.57 -0.34
H -1.93342 -0.14761 -1.69322 0.63 -0.27 -0.08
H -2.07346 -3.70651 -5.66843 -0.11 -0.13 -0.53
H -0.57674 -3.25368 -5.07136 0.28 0.45 0.57
H -0.57154 -2.75149 -7.53839 0.13 -0.18 0.20
H -0.52102 -1.25113 -6.57071 -0.32 0.20 -0.37
H -2.09924 -1.95326 -7.22324 0.28 0.88 -0.57
C 6.83137 2.12144 -3.43803 -0.46 -0.06 0.45
C 7.73640 1.29607 -2.52315 0.78 0.65 -0.79
N 7.09901 0.86732 -1.33921 -1.28 -0.35 2.04
C 7.19263 1.86297 -0.21161 -0.68 -1.76 -1.50
C 5.93670 1.67850 0.60013 0.25 0.36 0.41
C 7.24628 -0.54730 -0.95467 0.40 -0.22 -1.13
C 8.57709 -0.87737 -0.31229 0.70 -0.07 0.53
H 7.31137 2.42992 -4.36677 0.01 -0.02 0.03
H 6.54198 3.00221 -2.86480 0.11 0.35 -0.12
H 5.87334 1.64175 -3.63847 0.14 -0.39 -0.28
H 8.21725 0.46427 -3.03792 -0.08 -0.08 -0.15
H 8.52269 1.98409 -2.21256 0.68 0.02 -0.32
H 8.09612 1.66472 0.36502 0.13 0.20 0.23
H 7.24553 2.86282 -0.64242 0.04 -0.05 0.01
H 5.81367 0.62650 0.85753 0.07 0.09 0.30
H 6.04562 2.29719 1.49089 -0.49 -0.14 0.27
H 5.05319 1.95584 0.02515 0.06 0.20 0.03
H 7.22067 -1.11153 -1.88691 0.34 0.18 -0.50
H 6.40710 -1.09261 -0.52279 -0.43 0.96 0.95
H 8.84708 -0.36103 0.60891 -0.41 0.54 -0.02
H 9.34925 -0.62538 -1.03917 0.25 -0.17 0.08
H 8.70271 -1.90887 0.01682 -0.24 -0.32 -0.55
C 2.41193 -8.65884 -3.93929 0.12 -0.57 0.30
C 3.09141 -7.68500 -2.99334 -0.95 0.82 0.64
N 2.15640 -7.17503 -1.94637 -0.70 0.62 -0.52
C 0.83617 -6.81871 -2.51549 0.43 0.52 -0.11
C 0.77481 -5.57998 -3.44148 0.13 -0.65 0.66
C 2.73370 -6.05011 -1.17021 2.03 -1.91 -0.18
C 3.84532 -6.67277 -0.26822 -0.87 -0.08 0.59
H 1.83601 -8.09101 -4.67004 0.24 -0.27 -0.34
H 1.70871 -9.34729 -3.47066 0.03 0.10 0.39
H 3.16121 -9.31465 -4.38266 -0.01 0.29 -0.47
H 3.98657 -8.05933 -2.49670 -0.20 -0.25 -0.19
H 3.38512 -6.84469 -3.62240 0.52 0.32 -0.09
H 0.19019 -6.58400 -1.66948 -0.20 -0.39 0.05
H 0.44621 -7.65475 -3.09607 -0.10 -0.10 0.52
H -0.23499 -5.52832 -3.84857 0.03 0.15 -0.13
H 1.49998 -5.67421 -4.24978 -0.07 0.25 -0.03
H 0.95434 -4.70137 -2.82187 0.15 0.28 -0.37
H 3.29411 -5.35037 -1.79022 -0.31 0.44 -0.55
H 2.01703 -5.47900 -0.58003 -0.25 -0.39 -0.03
H 4.62585 -7.25914 -0.75304 0.12 0.71 -0.59
H 4.27965 -5.89914 0.36499 0.20 -0.12 0.02
H 3.41627 -7.45985 0.35188 -0.39 0.28 0.41
C -7.89675 2.32437 1.96138 -1.18 -0.46 -0.28
C -7.29139 3.38878 1.05482 2.58 -0.60 1.37
N -5.80183 3.44717 1.18086 0.00 1.13 0.11
C -5.00395 2.40967 0.51765 -1.19 -0.29 0.57
C -4.92583 2.48970 -0.99479 0.25 0.68 0.22
C -5.29787 3.72849 2.55095 0.07 0.11 -1.63
C -4.09596 4.62876 2.36281 0.70 0.40 0.57
H -7.85738 1.30979 1.56493 -0.15 0.02 -0.24
H -8.93387 2.63612 2.08511 -0.38 -0.50 -0.10
H -7.54803 2.22333 2.98914 0.66 0.55 -0.09
H -7.46919 3.25945 -0.01278 -0.61 0.06 0.21
H -7.65623 4.33233 1.46067 -0.02 0.29 -0.63
H -4.00869 2.39943 0.96200 -0.05 -0.01 0.01
H -5.52894 1.49439 0.79103 0.50 -0.84 -0.08
H -5.92592 2.35424 -1.40657 0.20 -0.02 -0.37
H -4.50703 3.45218 -1.28862 -0.44 0.26 0.02
H -4.20291 1.78914 -1.41276 -0.32 -0.49 0.10
H -5.03972 2.82378 3.10136 -0.02 -0.34 0.15
H -6.06947 4.24717 3.11990 -0.05 0.03 -0.02
H -3.29365 4.24846 1.73054 -0.39 -0.46 -0.41
H -3.53002 4.77167 3.28335 -0.51 0.51 0.24
H -4.40660 5.57325 1.91612 0.01 0.09 0.20
C 7.21899 -4.85150 -6.56256 -0.76 -0.02 0.30
C 5.73389 -4.64429 -6.84203 0.45 1.23 -0.14
N 5.00083 -4.16746 -5.66753 0.71 -0.61 0.91
C 3.61054 -4.56471 -5.82542 -0.15 1.20 -0.82
C 3.02591 -3.96436 -7.12912 -0.57 -0.86 0.28
C 5.30304 -2.76852 -5.23502 -0.44 -0.28 0.02
C 4.73410 -2.33575 -3.85517 0.28 -0.93 -2.02
H 7.67171 -3.90198 -6.27695 0.11 0.02 -0.26
H 7.70721 -5.25651 -7.44896 0.20 -0.08 0.23
H 7.29775 -5.48343 -5.67793 0.28 -0.35 -0.22
H 5.63609 -3.93036 -7.65986 0.20 0.64 -0.24
H 5.21572 -5.47723 -7.31723 0.26 -0.63 0.72
H 3.51608 -5.64617 -5.92358 0.38 -0.19 0.18
H 3.00794 -4.30678 -4.95453 0.11 0.33 0.00
H 1.98296 -4.27705 -7.17992 -0.37 0.65 0.06
H 3.18937 -2.89088 -7.22414 -0.36 -0.01 0.11
H 3.43047 -4.44731 -8.01860 0.39 0.08 0.08
H 4.93039 -2.06908 -5.98337 0.09 0.32 -0.31
H 6.36456 -2.56852 -5.08919 0.23 -0.68 -0.74
H 3.66448 -2.25844 -4.05018 -0.16 0.02 1.07
H 5.19310 -1.37042 -3.64170 -0.29 -0.01 0.29
H 5.08412 -3.12449 -3.18923 -0.60 0.25 0.55
C 2.45064 -1.51202 -0.34689 -0.38 -0.53 -1.31
C 0.91440 -1.42240 -0.70745 1.28 -0.71 0.96
N 0.25451 -0.32662 -0.06205 0.21 2.05 0.82
C 0.02165 -0.64375 1.36773 -1.44 0.59 -0.57
C -0.97938 0.36376 1.97267 -0.10 -0.52 -0.29
C 0.92520 1.03859 -0.28284 -0.55 -1.39 1.33
C 0.82430 1.47461 -1.66236 -0.28 -0.11 -2.47
H 2.99621 -0.98857 -1.13204 0.21 0.07 -0.02
H 2.77035 -2.55233 -0.40732 0.08 -0.11 -0.03
H 2.83464 -1.12327 0.59625 -0.72 0.11 0.14
H 0.76129 -1.53764 -1.78047 0.24 0.88 -0.27
H 0.36691 -2.30496 -0.37663 0.24 -0.25 0.41
H -0.38868 -1.65238 1.41654 -0.22 -0.03 -0.27
H 0.84878 -0.69757 2.07558 0.88 0.24 -0.36
H -0.39017 1.08074 2.54441 -0.69 0.17 0.22
H -1.62663 0.85607 1.24687 0.61 0.31 -0.53
H -1.76966 -0.16058 2.50990 0.47 -0.05 0.93
H 1.99105 1.00016 -0.05792 0.14 -0.08 0.57
H 0.48325 1.87989 0.25101 -0.29 -0.72 1.02
H -0.18781 1.43533 -2.06510 -0.22 -0.08 0.16
H 1.41827 0.79887 -2.27773 0.19 0.30 -0.49
H 1.13897 2.51218 -1.77438 0.37 -0.06 -0.10
C -5.10514 2.51945 6.54113 -1.33 0.65 -0.40
C -4.59411 1.23156 5.94275 -0.42 -0.23 1.06
N -5.49449 0.52139 5.04119 0.43 0.50 -1.63
C -4.80435 -0.44788 4.13880 -0.79 0.07 0.29
C -5.70237 -0.83700 2.95393 -0.47 1.00 -0.14
C -6.74463 0.00276 5.59338 0.67 -0.41 1.29
C -6.59928 -1.17528 6.58518 -0.56 -0.07 -0.51
H -6.17175 2.54807 6.76390 -0.11 -0.44 0.29
H -5.03233 3.29690 5.78063 0.39 0.36 0.21
H -4.56968 2.74874 7.46244 0.01 0.29 -0.34
H -3.65829 1.60673 5.52851 0.12 -0.95 -0.90
H -4.32067 0.62376 6.80525 0.26 -0.64 0.05
H -4.53943 -1.31638 4.74181 0.31 -0.43 -0.17
H -3.88516 -0.02304 3.73546 0.00 0.28 0.28
H -5.27787 -1.41219 2.13109 0.33 -0.56 0.58
H -5.99031 0.07270 2.42702 0.03 0.38 0.19
H -6.66304 -1.23265 3.28361 0.26 -0.55 -0.14
H -7.26466 0.77263 6.16345 -0.03 0.33 -0.43
H -7.41218 -0.38488 4.82383 0.18 0.59 -0.23
H -6.28661 -0.90170 7.59289 0.43 -0.01 -0.16
H -7.60169 -1.58958 6.69300 -0.15 -0.12 0.15
H -6.00723 -1.97361 6.13767 0.24 0.07 0.31
C -4.22371 4.74460 -9.32454 -0.10 -0.95 0.53
C -3.72754 4.94908 -7.86225 0.09 1.09 -1.85
N -2.34614 4.51700 -7.73447 -0.08 0.89 1.67
C -1.80537 5.04928 -6.42364 0.46 0.93 -1.24
C -1.62136 6.57231 -6.53537 -0.71 -0.45 0.10
C -2.24086 3.08053 -7.86504 0.87 0.44 0.23
C -0.82361 2.62636 -7.50765 -0.54 -1.48 -0.75
H -5.25722 5.07619 -9.42451 0.10 0.16 -0.14
H -4.19260 3.70131 -9.63866 -0.36 -0.28 0.37
H -3.57705 5.17122 -10.09130 0.03 0.75 0.42
H -3.79546 6.02759 -7.71980 0.28 0.03 -0.01
H -4.39604 4.58625 -7.08150 -0.23 -0.84 -0.02
H -2.43761 4.86527 -5.55502 -0.28 -0.52 0.05
H -0.78991 4.71407 -6.21251 -0.26 -0.70 -0.15
H -2.60891 7.00327 -6.70000 0.29 0.45 -0.16
H -1.26262 6.98275 -5.59147 0.23 0.01 -0.08
H -0.94011 6.79725 -7.35598 -0.11 0.17 0.08
H -2.50485 2.75258 -8.87045 0.32 0.37 -0.23
H -2.98911 2.56281 -7.26488 -0.04 -0.24 0.66
H -0.78532 1.65379 -7.99832 0.32 -0.55 0.50
H -0.67077 2.50591 -6.43516 0.07 0.03 -0.13
H 0.01962 3.12993 -7.98039 -0.33 0.71 0.14
C 2.09977 1.43901 4.17691 0.48 0.49 1.56
C 2.07905 2.83923 4.91816 -0.30 -1.60 -1.62
N 1.05715 3.69668 4.31273 0.79 -1.69 -0.37
C -0.25446 3.09417 4.59755 0.05 1.44 -0.03
C -1.29686 3.84073 3.80533 -0.31 0.10 0.72
C 1.20865 5.03456 4.80317 -0.30 1.22 -1.06
C 2.28821 5.82753 4.05682 0.73 -0.11 0.62
H 1.24039 0.79975 4.37921 -0.25 0.28 0.05
H 2.90895 0.92321 4.69390 0.36 -0.36 -0.50
H 2.24073 1.46601 3.09640 0.23 0.34 0.11
H 1.92138 2.66819 5.98305 -0.52 -0.11 0.42
H 3.09777 3.22667 4.90479 -0.12 0.45 -0.57
H -0.36445 2.02269 4.43042 0.64 0.17 -0.26
H -0.43516 3.23925 5.66263 -0.37 -0.07 0.51
H -1.16992 3.76653 2.72529 -0.14 -0.35 0.06
H -2.26316 3.49630 4.17375 -0.20 -0.08 -0.51
H -1.24649 4.89979 4.05822 -0.18 -0.01 -0.10
H 1.32661 4.96532 5.88456 0.13 0.67 0.36
H 0.38348 5.68111 4.50455 -0.73 -0.57 0.83
H 3.17669 5.20791 3.93528 0.21 0.34 -0.20
H 2.52927 6.74133 4.59991 0.29 -0.16 0.44
H 1.96598 6.24963 3.10493 -0.24 -0.71 -0.25
C -0.39295 5.79186 0.01142 -0.50 -0.59 0.34
C -1.85591 6.08208 -0.33154 -0.21 1.53 -1.32
N -1.91591 6.63998 -1.72725 0.09 -0.11 0.08
C -1.43645 5.61861 -2.69186 -1.59 -0.01 0.33
C -2.26134 4.26672 -2.67486 0.90 -0.22 0.18
C -3.18095 7.27979 -2.12914 -0.16 -0.11 0.73
C -3.59314 8.45938 -1.25342 1.34 0.73 0.64
H 0.08048 5.04217 -0.62256 -0.12 -0.05 0.02
H -0.31821 5.43645 1.03914 0.06 -0.02 0.09
H 0.18397 6.71289 -0.07202 -0.11 0.03 -0.06
H -2.65158 5.34147 -0.25079 0.53 -0.90 0.28
H -2.18975 6.84230 0.37466 0.06 0.33 -0.14
H -1.56263 6.00574 -3.70296 -0.03 0.26 0.06
H -0.35714 5.56772 -2.54836 -0.13 -0.76 0.01
H -3.30865 4.35290 -2.96438 0.12 0.51 -0.37
H -1.79801 3.51515 -3.31406 0.06 0.18 -0.49
H -2.33713 3.70333 -1.74484 0.43 0.50 0.53
H -4.04074 6.61047 -2.09949 -0.17 -0.63 -0.11
H -3.10436 7.61645 -3.16302 0.28 -0.02 -0.04
H -2.75476 9.13344 -1.07774 0.42 0.22 -0.66
H -3.75706 8.22559 -0.20148 -0.88 -0.55 -0.17
H -4.37724 9.08873 -1.67439 -0.24 -0.42 0.07
C 1.58591 -2.89647 5.09670 0.82 -1.36 0.72
C 2.39721 -3.99882 4.35482 -0.32 1.88 -1.29
N 3.69718 -3.49141 3.87721 1.97 -2.09 0.64
C 4.49639 -4.65548 3.27475 -0.73 -0.54 0.66
C 5.00626 -5.78694 4.23430 -0.38 1.33 0.00
C 3.66307 -2.42417 2.90295 0.18 0.25 0.26
C 4.89206 -1.48600 3.02687 -0.55 0.68 -0.68
H 2.21528 -2.64413 5.95012 0.07 0.65 -0.11
H 0.72143 -3.35398 5.57780 -0.31 0.02 -0.35
H 1.28233 -2.02829 4.51171 0.17 -0.13 0.03
H 2.50952 -4.87891 4.98801 0.13 0.15 -0.15
H 1.87964 -4.22995 3.42379 -0.74 -0.77 -0.03
H 5.33481 -4.36633 2.64106 0.10 0.83 0.44
H 3.85255 -5.15010 2.54748 -0.51 -0.15 -0.22
H 4.19199 -6.28811 4.75765 -0.03 0.00 -0.08
H 5.66085 -5.34705 4.98670 0.06 -0.05 0.06
H 5.57409 -6.54001 3.68791 -0.09 0.10 -0.16
H 3.52601 -2.83167 1.90132 0.38 -0.13 -0.42
H 2.75701 -1.82738 3.00782 0.01 0.08 0.49
H 5.69855 -1.59455 2.30169 0.06 -0.75 0.02
H 4.54123 -0.48518 2.77514 -0.09 0.29 0.20
H 5.31914 -1.42752 4.02801 -0.23 -0.31 0.00
C -2.55139 2.00187 8.72756 0.46 -1.70 -0.32
C -1.28871 1.21579 9.29614 -1.23 2.25 -0.74
N -0.37768 0.82720 8.23254 0.07 0.37 0.30
C -0.92901 -0.08712 7.25270 1.15 -0.16 -0.27
C -1.48588 -1.36525 7.82521 -0.14 -1.21 -0.21
C 0.86892 0.35310 8.86859 0.75 -1.18 -1.15
C 1.99141 -0.18905 7.94049 0.01 0.43 -0.96
H -3.12842 2.64425 9.39276 0.87 0.49 0.23
H -3.34708 1.31239 8.44542 0.23 -0.54 -0.11
H -2.24374 2.43859 7.77745 -0.07 0.65 0.26
H -0.70598 1.96556 9.83126 -0.18 -0.26 0.68
H -1.66410 0.42147 9.94131 0.37 -0.29 0.23
H -1.60108 0.35371 6.51643 -0.49 0.51 0.54
H -0.05672 -0.25542 6.62112 -0.06 -0.71 -0.20
H -2.39149 -1.27883 8.42563 -0.08 0.37 -0.09
H -1.71122 -2.07310 7.02755 -0.26 0.10 -0.26
H -0.78541 -1.93594 8.43493 0.33 0.31 0.19
H 0.64853 -0.49784 9.51313 -0.09 0.13 0.73
H 1.35693 1.16609 9.40616 -0.51 0.03 0.32
H 2.90847 -0.48428 8.45033 -0.20 0.24 0.60
H 2.30505 0.56259 7.21607 -0.02 0.36 0.02
H 1.79695 -1.04838 7.29875 -0.69 -0.14 0.32
C -4.81976 -3.91123 7.71587 1.82 -0.16 1.53
C -3.98541 -4.98552 6.99323 -2.08 0.08 -1.24
N -4.21959 -4.76266 5.57524 1.13 -0.08 -1.47
C -3.17451 -5.28075 4.69547 1.14 0.51 0.99
C -1.82369 -4.48872 4.81748 -0.15 -0.54 -1.01
C -5.51494 -5.06116 5.04906 -1.79 -1.22 0.08
C -6.05274 -6.51455 5.16143 0.97 -0.71 0.18
H -4.68972 -4.23833 8.74746 -0.47 0.62 0.52
H -5.87622 -3.72237 7.52529 0.10 -0.96 -0.42
H -4.36669 -2.92659 7.60050 0.27 -0.04 0.04
H -2.92151 -5.10636 7.19723 0.05 1.15 0.15
H -4.32574 -5.97193 7.30830 -0.50 -0.40 0.02
H -2.89987 -6.30350 4.95365 -0.14 -0.47 0.27
H -3.51717 -5.37697 3.66522 -0.03 0.53 -0.01
H -1.59807 -3.99807 5.76429 -0.38 -0.40 0.20
H -1.05613 -5.22978 4.59437 0.36 0.07 0.29
H -1.64843 -3.72090 4.06393 -0.53 0.16 -0.15
H -5.55245 -4.86958 3.97669 0.23 0.59 0.07
H -6.32443 -4.49910 5.51479 0.37 0.67 0.10
H -5.61042 -7.18628 4.42575 -0.12 0.14 -0.48
H -7.13878 -6.57110 5.08772 0.07 0.11 -0.06
H -5.74216 -7.02063 6.07550 -0.27 0.31 0.45